[1]
The following is a quantum chemistry calculation of 7 unconnected molecules or ions with the total composition C9H30F4N2O12P2, from the Open Molecules 2025 dataset.

The geometry in XYZ format:
```
59
Properties=species:S:1:pos:R:3:forces:R:3
N 2.743 0.494 1.264 -0.594 0.327 0.368
P 1.214 0.373 1.552 1.223 0.142 0.340
O 0.426 1.792 1.533 -0.315 -0.364 -0.061
O 0.991 -0.163 3.099 -0.180 -0.118 -0.526
P 0.183 -1.069 0.065 0.188 -0.186 0.368
C 0.824 -0.072 -1.319 0.023 0.437 0.091
C 0.192 1.330 -1.489 0.413 -0.040 -0.175
C -0.238 1.538 -2.917 0.187 -0.091 0.236
F 0.896 1.369 -3.721 0.142 -0.041 -0.233
C -1.431 -0.867 0.945 -0.476 0.270 -0.301
C -2.603 -0.343 0.087 -0.316 -0.628 -0.187
C -3.615 0.395 0.943 0.112 -0.011 0.273
C -3.049 1.675 1.509 0.474 1.030 -0.489
O -2.559 2.558 0.824 -0.574 -1.294 0.918
O -3.085 1.774 2.872 0.357 0.749 -0.552
C 1.348 -2.404 0.667 0.444 -0.015 0.532
O 2.557 -2.308 -0.070 -0.193 0.174 -0.557
N 2.920 -3.616 -0.547 -0.542 -0.299 0.141
O 3.434 -3.553 -1.576 0.534 0.163 -0.136
C -0.608 -2.382 -1.162 -0.593 -0.159 -0.469
F 0.339 -3.085 -1.859 -0.464 0.145 0.224
F -1.416 -1.801 -2.108 0.382 -0.395 0.330
F -1.389 -3.312 -0.524 0.380 0.221 -0.368
H 2.908 1.477 1.068 0.554 -0.001 -0.229
H 0.756 2.354 2.241 -0.032 0.289 0.184
H 0.340 -0.870 3.125 -0.210 -0.035 0.294
H 1.879 0.066 -1.098 0.203 -0.128 0.244
H 0.803 -0.615 -2.254 -0.251 -0.304 -0.132
H 0.969 2.063 -1.302 0.122 0.188 0.204
H -0.606 1.562 -0.795 -0.265 0.000 0.041
H -0.961 0.795 -3.237 -0.258 -0.016 -0.146
H -0.573 2.551 -3.090 -0.332 0.158 -0.023
H -1.754 -1.810 1.377 0.186 -0.343 -0.026
H -1.308 -0.193 1.785 0.318 0.236 0.069
H -2.306 0.235 -0.778 0.180 0.310 0.006
H -3.125 -1.207 -0.307 -0.040 -0.130 -0.272
H -3.913 -0.262 1.752 -0.098 0.003 0.281
H -4.517 0.628 0.386 -0.072 0.149 -0.278
H -4.000 1.799 3.182 -0.182 -0.656 0.311
H 0.900 -3.385 0.544 -0.141 -0.224 -0.108
H 1.584 -2.294 1.723 -0.104 0.240 0.170
O 2.697 0.527 -5.934 0.005 0.052 -0.041
H 2.114 0.987 -5.320 -0.050 -0.055 0.014
H 3.516 0.416 -5.444 0.044 -0.031 0.023
O 1.074 -6.200 -0.427 -0.079 0.013 -0.021
H 0.818 -5.480 -1.011 -0.033 0.049 -0.030
H 1.331 -6.907 -1.026 0.032 -0.066 0.017
O -5.578 3.529 1.004 -0.065 -0.162 0.128
H -4.667 3.227 1.086 0.080 0.259 -0.201
H -5.501 4.479 0.886 -0.009 0.053 -0.011
O 4.367 1.472 -0.844 -0.131 0.022 -0.394
H 4.744 0.991 -0.100 -0.141 -0.057 0.103
H 5.131 1.798 -1.327 0.090 0.075 0.092
O -5.008 0.299 4.390 -0.112 0.092 -0.020
H -5.925 0.366 4.676 -0.047 -0.009 -0.033
H -4.514 0.124 5.197 0.089 0.007 -0.004
O 6.575 2.752 0.418 0.215 0.020 0.024
H 7.465 2.782 0.784 0.032 -0.019 0.005
H 6.208 3.622 0.601 -0.110 0.002 -0.006
```
Forces are in eV/Å.

## Properties
SMILES = N=P(O)(O)P(CCCF)(CCCC(=O)O)(CON=O)C(F)(F)F.O.O.O.O.O.O
F_max = 0.0328 hartree/bohr
Orbital gap = 8.06 eV
Highest occupied orbital energy = -8.04 eV
Calculated total energy = -66814.6364 eV

***

[2]
The following is a quantum chemistry calculation of 10 unconnected molecules or ions with the total composition C9H31BN9O22S, from the Open Molecules 2025 dataset.

The geometry in XYZ format:
```
73
Properties=species:S:1:pos:R:3:forces:R:3
O 1.104 -3.736 3.066 -0.360 -0.237 0.932
S 0.370 -2.647 2.227 1.879 1.154 -2.490
O -0.802 -3.370 1.518 -0.177 0.342 1.041
B -1.933 -3.841 2.298 -1.065 0.060 -0.260
O -2.059 -5.134 2.589 0.571 -0.707 0.484
O -2.914 -2.980 2.609 0.225 0.653 0.224
H 1.771 -4.164 2.491 0.191 -0.140 0.089
H -0.107 -1.787 3.175 -0.498 -0.902 0.490
H -1.331 -5.502 3.108 0.018 -0.493 -0.442
H -2.719 -2.375 3.333 -0.473 0.259 -0.141
C -0.683 -1.491 -1.652 0.047 -0.049 0.241
N 0.786 -1.398 -1.423 -0.108 0.081 0.125
O 1.189 -1.223 -0.275 -0.184 -0.095 0.016
O 1.500 -1.488 -2.383 0.184 -0.042 -0.190
H -1.191 -1.383 -0.702 0.005 0.041 0.045
H -0.963 -0.692 -2.326 -0.019 -0.019 -0.104
H -0.885 -2.459 -2.100 0.013 0.013 -0.115
C -4.558 -5.732 0.272 -0.244 -0.152 0.120
N -3.820 -5.548 -1.006 -0.033 0.042 0.218
O -3.808 -6.456 -1.798 0.051 -0.082 -0.138
O -3.251 -4.479 -1.150 0.189 0.066 0.061
H -4.999 -6.720 0.293 0.015 -0.062 -0.146
H -3.841 -5.621 1.076 0.011 0.049 0.031
H -5.323 -4.965 0.335 0.060 0.101 -0.041
C -3.366 2.283 -4.041 -0.069 0.167 0.020
N -2.901 1.368 -2.965 -0.067 0.060 -0.058
O -2.640 1.839 -1.881 0.079 0.046 0.122
O -2.806 0.187 -3.242 -0.027 -0.046 -0.110
H -3.396 3.290 -3.647 0.077 0.017 0.085
H -2.661 2.210 -4.863 -0.031 -0.069 -0.061
H -4.353 1.951 -4.347 0.035 -0.122 -0.074
C -0.054 -6.156 -1.004 -0.044 0.027 0.153
N 1.412 -5.962 -0.807 -0.101 -0.035 0.065
O 1.818 -5.692 0.317 -0.182 0.238 0.225
O 2.112 -6.090 -1.774 0.134 -0.003 -0.143
H -0.552 -6.016 -0.053 0.026 0.009 0.060
H -0.386 -5.427 -1.735 0.003 -0.038 -0.096
H -0.201 -7.164 -1.377 0.026 -0.004 -0.101
C 1.766 2.074 0.726 0.236 0.101 0.017
N 1.298 2.184 2.135 -0.061 -0.035 -0.130
O 1.845 2.982 2.856 0.097 0.129 0.154
O 0.380 1.459 2.484 -0.026 -0.257 -0.024
H 2.578 2.779 0.570 -0.224 -0.133 0.145
H 2.094 1.050 0.570 -0.118 -0.058 -0.031
H 0.918 2.306 0.088 -0.057 -0.078 0.008
C 2.215 5.262 5.177 -0.011 0.038 -0.161
N 2.067 6.335 6.199 0.013 -0.052 -0.094
O 1.931 7.473 5.808 -0.015 0.104 -0.026
O 2.093 5.988 7.360 0.001 -0.044 0.124
H 2.173 5.713 4.195 -0.009 0.065 -0.015
H 3.172 4.781 5.347 -0.012 -0.066 0.078
H 1.401 4.560 5.320 0.028 -0.068 0.066
C 4.395 4.945 -2.390 0.082 -0.059 -0.116
N 3.950 4.036 -1.299 0.062 0.157 -0.102
O 4.224 2.859 -1.386 0.003 -0.129 0.008
O 3.333 4.538 -0.380 0.058 0.141 -0.039
H 4.926 4.357 -3.127 0.012 -0.071 0.006
H 3.508 5.403 -2.813 -0.028 0.073 0.066
H 5.040 5.694 -1.943 -0.059 0.066 0.047
C 4.535 -1.751 2.567 0.143 -0.091 -0.079
N 4.063 -2.574 3.720 0.269 0.146 -0.311
O 4.287 -3.766 3.687 -0.187 -0.199 -0.024
O 3.482 -1.994 4.608 -0.265 0.096 0.145
H 5.032 -2.405 1.861 0.012 -0.064 0.012
H 3.665 -1.280 2.118 -0.011 0.087 0.061
H 5.217 -1.004 2.958 -0.066 0.083 0.042
C -4.624 6.548 -5.565 0.023 0.131 0.085
N -3.576 5.490 -5.629 -0.130 0.275 0.028
O -2.685 5.530 -4.807 0.121 -0.091 0.125
O -3.688 4.657 -6.499 -0.012 -0.226 -0.073
H -4.390 7.211 -4.743 0.058 -0.005 0.039
H -4.610 7.075 -6.513 -0.054 -0.060 -0.070
H -5.577 6.052 -5.414 -0.029 -0.037 -0.100
```
Forces are in eV/Å.

## Properties
Total charge = +1
F_max = 0.0647 hartree/bohr
Orbital gap = 8.60 eV
Highest occupied orbital energy = -12.19 eV
Calculated total energy = -79772.8432 eV

***

[3]
The following is a quantum chemistry calculation of a molecular structure, C9H31N12O7Tl, from the Open Molecules 2025 dataset.

The geometry in XYZ format:
```
60
Properties=species:S:1:pos:R:3:forces:R:3
Tl -0.632 -0.898 -0.338 0.035 0.719 0.324
C 2.284 3.309 0.719 -0.231 -2.107 1.784
C 1.245 2.964 -0.411 1.098 -0.516 -1.078
C 1.810 3.507 -1.689 -0.530 0.678 -0.974
O 0.910 1.633 -0.538 0.723 1.155 0.927
H 2.772 4.275 0.810 -0.816 0.400 -0.635
H 3.116 2.600 0.683 -0.079 -0.123 -0.374
H 1.763 3.044 1.641 0.306 0.353 0.301
H 0.385 3.558 -0.061 -0.685 -0.091 0.001
H 1.109 3.424 -2.521 0.161 -0.323 -0.077
H 2.751 2.998 -1.896 -0.048 0.033 -0.178
H 2.031 4.573 -1.636 0.040 -0.013 0.307
C 2.291 -0.629 -3.244 -1.434 1.140 0.838
O 1.300 -0.908 -2.563 -0.299 -0.504 0.532
N 2.596 -1.278 -4.358 0.532 -0.548 -0.673
N 3.058 0.460 -3.006 0.530 -0.398 -0.252
H 3.446 -1.004 -4.818 -0.112 -0.547 -0.448
H 2.069 -2.091 -4.626 0.179 0.010 -0.037
H 2.830 1.103 -2.273 -0.009 -0.104 -0.080
H 3.762 0.624 -3.702 0.226 0.727 0.434
C -3.723 -1.801 2.198 2.762 -0.865 -1.111
O -2.866 -1.331 1.408 -1.403 0.058 0.512
N -4.368 -2.959 1.967 -0.074 0.181 -0.636
N -3.851 -1.370 3.453 -0.016 0.891 0.034
H -4.185 -3.349 1.057 -0.548 -0.311 0.158
H -5.178 -3.148 2.530 -0.172 -0.526 -0.498
H -4.443 -1.916 4.052 0.026 0.711 0.586
H -3.486 -0.441 3.592 -0.331 -0.141 0.733
C -1.758 1.260 -3.606 0.043 -0.084 0.109
O -1.426 0.761 -2.539 0.127 -0.037 0.885
N -2.998 1.196 -4.154 0.768 0.195 -0.388
N -0.844 1.909 -4.382 0.344 0.569 -1.132
H -3.821 0.996 -3.614 0.116 -0.155 -0.003
H -3.043 1.712 -5.015 -0.915 -0.075 0.054
H -0.039 2.401 -4.039 0.009 -0.599 0.604
H -1.088 2.237 -5.303 -0.269 -0.032 0.096
C -2.942 1.725 1.212 -1.421 -0.517 0.757
O -2.488 1.147 0.218 0.100 0.660 0.671
N -2.240 2.296 2.211 2.904 0.114 -0.911
N -4.259 1.802 1.574 -0.856 -0.647 -1.066
H -2.590 2.746 3.034 -0.256 -0.051 -0.067
H -1.264 2.401 1.968 -0.075 0.176 0.572
H -4.952 1.347 0.999 0.127 0.176 -0.092
H -4.556 2.625 2.066 -0.178 -0.031 0.029
C 3.210 -1.450 1.090 0.193 -0.889 0.591
O 2.012 -1.455 0.784 0.330 0.052 -0.090
N 3.859 -2.551 1.596 -0.382 0.038 0.451
N 3.997 -0.364 0.961 -1.841 0.122 -0.754
H 4.646 -2.283 2.170 0.174 -0.360 -0.028
H 3.234 -3.173 2.091 0.006 -0.164 -0.186
H 4.941 -0.276 1.285 -0.042 0.319 -0.198
H 3.357 0.307 0.555 1.208 0.997 0.090
C 0.024 -3.753 2.463 0.963 0.822 -0.657
O -0.449 -2.944 1.643 -0.071 -0.519 0.501
N 0.887 -4.724 2.108 0.076 -0.068 -1.163
N -0.120 -3.630 3.787 -1.092 0.961 0.628
H 1.175 -4.652 1.145 0.107 -0.619 0.095
H 1.261 -5.400 2.748 0.078 -0.037 -0.177
H -0.685 -2.840 4.055 -0.064 -0.304 0.378
H 0.162 -4.321 4.459 -0.041 0.051 -0.018
```
Forces are in eV/Å.

## Properties
Total charge = +2
Energy above the lowest of the compared OMol25 structures with the same formula, charge and spin = 30.23 kcal per mole
F_max = 0.0603 hartree/bohr
Orbital gap = 3.79 eV
Highest occupied orbital energy = -14.35 eV
Calculated total energy = -46729.4267 eV

***

[4]
The following is a quantum chemistry calculation of 8 unconnected molecules or ions with the total composition C9H33NO8, from the Open Molecules 2025 dataset.

The geometry in XYZ format:
```
51
Properties=species:S:1:pos:R:3:forces:R:3
C 2.236 0.902 0.227 -0.986 -0.180 0.087
C 0.921 1.295 1.046 1.346 1.185 0.232
C 0.760 2.863 0.999 0.948 -1.150 -1.129
C -0.390 0.631 0.416 1.185 -0.996 1.259
C -0.700 -0.780 0.969 0.538 0.275 1.262
C -0.565 -0.745 2.530 -0.672 0.761 -1.861
C 0.799 -0.279 3.032 -0.576 -0.124 1.521
C 0.488 -0.119 4.568 1.603 -0.798 -0.196
C 1.838 -1.377 2.722 0.243 0.519 1.103
N 1.121 1.047 2.500 -3.264 -1.592 -0.781
O 2.244 1.602 3.086 0.822 0.059 -0.466
H 2.580 -0.117 0.401 -0.648 -0.342 -0.142
H 1.980 1.046 -0.823 0.343 -0.081 -0.174
H 3.163 1.428 0.454 -0.465 0.777 0.236
H 0.601 3.200 -0.026 -0.754 -0.057 -0.034
H 0.005 3.192 1.713 0.071 0.108 -0.206
H 1.753 3.284 1.157 -0.043 0.208 0.722
H -1.308 1.176 0.633 0.379 0.645 -0.173
H -0.166 0.573 -0.649 -0.392 0.298 -0.063
H -1.729 -1.077 0.769 0.055 0.058 -0.393
H -0.038 -1.545 0.564 -0.001 -0.029 -0.150
H -0.913 -1.690 2.946 0.595 -0.170 0.141
H -1.296 -0.021 2.892 -0.158 0.204 -0.052
H 0.288 -1.140 4.892 -0.778 0.107 0.261
H -0.287 0.615 4.788 -0.206 -0.339 -0.297
H 1.331 0.137 5.210 0.404 0.336 -0.387
H 2.808 -0.973 3.010 0.344 0.067 -0.764
H 1.735 -1.728 1.695 0.447 0.146 0.092
H 1.776 -2.234 3.394 -0.602 -0.152 -0.027
H 1.960 2.512 3.193 0.224 0.215 0.363
O -1.092 -0.564 -3.101 -0.203 -0.065 -0.051
H -0.334 -1.044 -2.766 0.207 -0.373 0.259
H -0.923 0.348 -2.863 0.317 0.519 0.068
O -3.076 -0.715 -4.995 -0.489 0.025 -0.336
H -2.663 -0.890 -5.841 -0.003 -0.033 -0.227
H -2.346 -0.663 -4.378 0.343 -0.114 0.281
O 1.628 -2.902 -2.261 -0.269 0.168 0.001
H 1.909 -3.037 -3.166 0.067 -0.082 -0.297
H 2.424 -3.021 -1.742 0.202 0.009 0.271
O -3.552 -0.041 -1.529 -0.171 0.514 0.334
H -3.751 -0.869 -1.091 -0.056 -0.215 0.088
H -2.843 -0.254 -2.135 0.239 -0.307 -0.251
O 0.705 1.715 -3.832 0.142 -0.023 0.352
H -0.152 2.057 -4.087 -0.263 0.323 -0.125
H 0.832 0.948 -4.390 0.068 -0.183 -0.221
O -1.095 -3.932 -1.940 -0.397 -0.053 0.178
H -1.234 -3.924 -2.887 -0.137 -0.031 -0.217
H -0.176 -3.689 -1.830 0.463 0.091 0.032
O -2.173 2.977 -1.458 0.309 0.106 -0.246
H -2.446 2.160 -1.039 -0.265 -0.428 0.074
H -2.637 3.661 -0.975 -0.107 0.193 0.054
```
Forces are in eV/Å.

## Properties
SMILES = CC1(C)CCCC(C)(C)N1O.O.O.O.O.O.O.O
Energy above the lowest of the compared OMol25 structures with the same formula, charge and spin = 19.56 kcal per mole
F_max = 0.0722 hartree/bohr
Orbital gap = 7.69 eV
Highest occupied orbital energy = -7.91 eV
Calculated total energy = -27736.7441 eV